22
Properties=species:S:1:pos:R:3:nbo_charge:R:1 method="wB97M-V/def2-TZVPD" e_above_lowest_kcal_mol=139.8 lumo_energy_ev="-0.1 / -0.2" gap_ev="7.883 / 6.737" e_homo_ev="-7.9 / -6.9"
C -0.849 -1.586 1.258 -0.65
C -0.447 -0.128 1.103 0.23
C -1.160 0.785 1.917 -0.36
O 0.958 0.101 1.301 -0.75
H 1.256 -0.442 2.059 0.48
H -1.918 -1.712 1.071 0.23
H -0.284 -2.221 0.572 0.21
H -0.630 -1.936 2.268 0.21
H -2.193 0.595 2.180 0.18
H -0.852 1.825 1.929 0.19
C 1.905 1.524 -1.192 -0.71
C 1.290 0.175 -1.181 0.48
C -0.637 0.372 -0.747 -0.30
C -1.409 -0.363 -1.571 -0.43
N 1.797 -0.930 -1.398 -0.67
H 1.216 -1.763 -1.342 0.36
H -0.753 1.453 -0.795 0.20
H 1.619 2.033 -2.115 0.24
H 1.557 2.127 -0.355 0.24
H 2.992 1.429 -1.116 0.24
H -1.402 -1.446 -1.547 0.18
H -2.056 0.110 -2.301 0.20